No. 1
Formula: C5H10
Source: OMol25
Level of theory: ωB97M-V with the def2-TZVPD basis set

Values from the calculation:
- Total energy: -196.4155 Ha
- E_HOMO (alpha / beta): 1.5 / -5.5 eV
- Kohn-Sham gap (alpha / beta): 2.86 / 10.04 eV
- Spin multiplicity: 2
- Net charge: -1

CARTESIAN COORDINATES (ANGSTROEM)
C1 -1.349 -1.302 -0.751
C2 -0.919 0.149 -0.463
C3 0.357 0.447 0.275
C4 0.387 1.068 1.445
C5 1.624 -0.145 -0.302
H1 -1.913 -1.335 -1.681
H2 -0.524 -2.009 -0.872
H3 -1.848 -1.788 0.098
H4 -0.939 0.640 -1.450
H5 -1.786 0.618 0.024
H6 1.279 1.407 1.967
H7 -0.453 1.498 1.969
H8 2.386 -0.487 0.400
H9 1.290 -0.949 -0.941
H10 2.158 0.516 -1.003

No. 2
Formula: C5H10
Source: OMol25
Level of theory: ωB97M-V with the def2-TZVPD basis set

Values from the calculation:
- Total energy: -196.4798 Ha
- E_HOMO: -10.6 eV
- Kohn-Sham gap: 11.90 eV
- Spin multiplicity: 1

CARTESIAN COORDINATES (ANGSTROEM)
C1 -1.585 -0.603 0.765
C2 -0.329 0.207 0.482
C3 -0.088 0.772 -0.938
C4 1.410 0.427 -0.780
C5 1.028 -0.527 0.373
H1 -1.712 -0.783 1.839
H2 -2.483 -0.089 0.403
H3 -1.544 -1.581 0.269
H4 -0.243 1.029 1.205
H5 -0.570 0.157 -1.708
H6 -0.354 1.821 -1.109
H7 1.993 1.284 -0.428
H8 1.920 -0.010 -1.644
H9 1.669 -0.550 1.260
H10 0.888 -1.553 0.009

No. 3
Formula: C5H10BN
Source: OMol25
Level of theory: ωB97M-V with the def2-TZVPD basis set

Values from the calculation:
- Total energy: -275.9940 Ha
- E_HOMO: -9.8 eV
- Kohn-Sham gap: 10.34 eV
- Spin multiplicity: 1

CARTESIAN COORDINATES (ANGSTROEM)
B1 0.277 -0.215 0.625
C1 -0.906 -0.534 -1.488
C2 -1.091 0.096 -2.761
C3 0.964 1.164 0.271
C4 -0.599 -0.175 1.927
C5 0.211 -1.398 -0.432
N1 -2.089 -0.181 -1.702
H1 -0.799 1.233 -2.760
H2 -1.060 -0.377 -3.651
H3 1.296 1.193 -0.818
H4 1.894 1.459 0.880
H5 0.221 1.982 0.416
H6 -0.270 -0.180 2.937
H7 -1.476 -0.840 1.842
H8 -1.269 0.734 1.879
H9 -0.254 -2.390 -0.043
H10 1.167 -1.692 -0.958

No. 4
Formula: C5H10Cl2O3
Source: OMol25
Level of theory: ωB97M-V with the def2-TZVPD basis set

Values from the calculation:
- Total energy: -1342.5970 Ha
- E_HOMO: -10.7 eV
- Kohn-Sham gap: 11.41 eV
- Spin multiplicity: 1

CARTESIAN COORDINATES (ANGSTROEM)
C1 -5.873 -4.741 2.581
Cl1 -6.459 -6.069 3.624
Cl2 -4.303 -4.208 3.176
H1 -5.882 -4.883 1.500
H2 -6.578 -3.911 2.634
C2 1.407 3.074 -2.839
C3 2.610 3.074 -1.869
O1 2.214 2.428 -0.612
C4 2.354 1.139 -0.370
O2 2.771 0.325 -1.181
O3 1.817 0.868 0.853
C5 1.634 -0.452 1.304
H3 1.029 2.099 -3.146
H4 1.684 3.572 -3.769
H5 0.522 3.587 -2.461
H6 2.801 4.113 -1.600
H7 3.499 2.585 -2.266
H8 0.625 -0.859 1.360
H9 1.889 -0.588 2.355
H10 2.239 -1.151 0.726

Q: Among the records above, which one has the lowest total energy?
A: C5H10Cl2O3

Q: total energy of number 3 (C5H10BN)?
A: -275.9940 Ha

Q: What is the total energy in the third record?
A: -275.9940 Ha

Q: Which formula does entry 4 have?
A: C5H10Cl2O3